The following is a DFT calculation (wB97M-V/def2-TZVPD) of C44H38BaN9O3Sb as an isolated structure.

orbital gap	6.971	eV
E_tot	-2683.83018	a.u.
HOMO energy	-0.260	Ha

```
96
Properties=species:S:1:pos:R:3:forces:R:3:mulliken_charge:R:1
Ba -0.6219 0.4070 -0.7816 0.2 2.5 0.5 0.2369
C -1.9588 1.3351 2.7975 0.1 0.1 0.0 -0.7176
C -1.0915 2.4788 2.3384 0.1 -0.1 -0.3 0.6140
C -0.5951 3.3903 3.2716 0.0 0.0 0.1 -0.9236
C 0.2078 4.4269 2.8531 0.0 0.1 0.0 -0.6705
C 0.5001 4.5455 1.4985 0.0 -0.1 0.0 -0.8954
C -0.0055 3.5980 0.6176 -0.3 -0.2 0.2 -0.1089
N -0.7938 2.5835 1.0309 0.1 0.6 0.4 0.7211
Sb 0.5377 4.0136 -1.4483 0.1 0.1 0.0 0.8864
C -1.1272 3.3508 -2.6881 -0.2 -0.3 0.1 -0.4671
C -1.5376 4.3381 -3.5718 -0.1 -0.1 0.0 -0.7422
C -2.5813 4.0571 -4.4525 0.1 0.1 0.0 -0.6241
C -3.1647 2.8117 -4.4218 -0.1 -0.1 0.0 -0.8859
C -2.7049 1.8548 -3.5133 0.2 -0.1 0.2 0.4419
C -3.3178 0.4754 -3.4940 0.0 0.2 0.0 -0.4610
N -1.7088 2.1325 -2.6566 -0.2 0.5 -0.4 0.8900
C 2.0347 2.4891 -1.8251 0.0 -0.4 -0.2 0.2760
C 3.3463 2.9443 -1.8632 0.0 -0.2 0.1 -0.8385
C 4.3541 2.0316 -2.1679 0.0 0.1 0.0 -0.6098
C 4.0157 0.7307 -2.4795 0.1 0.0 0.0 -0.6611
C 2.6773 0.3495 -2.4645 -0.4 0.0 0.1 0.5793
C 2.2538 -1.0383 -2.8866 0.1 0.2 0.1 -0.9788
N 1.7157 1.2139 -2.1065 0.3 0.3 -0.4 0.1134
H -2.7927 1.7099 3.3961 0.0 0.0 0.0 0.6194
H -1.3777 0.6552 3.4289 0.0 0.1 -0.1 0.1740
H -2.3493 0.7686 1.9558 0.0 0.0 0.0 -0.2847
H -0.8483 3.2657 4.3183 0.0 0.0 -0.1 0.5071
H 0.5981 5.1444 3.5651 0.0 0.0 0.0 0.4177
H 1.1098 5.3622 1.1330 0.0 0.0 0.0 0.4792
H -1.0526 5.3049 -3.5768 0.0 0.0 0.0 0.4561
H -2.9237 4.8080 -5.1548 0.0 0.0 0.0 0.4079
H -3.9724 2.5528 -5.0988 0.1 0.0 0.1 0.5034
H -4.3933 0.5374 -3.2957 0.1 0.0 0.0 0.3273
H -2.8598 -0.1696 -2.7446 0.0 0.2 -0.1 -0.7584
H -3.1760 -0.0044 -4.4657 0.0 0.1 0.0 0.6335
H 3.5761 3.9817 -1.6528 0.0 0.0 0.0 0.4391
H 5.3930 2.3436 -2.1779 -0.1 0.0 0.0 0.4173
H 4.7756 0.0011 -2.7374 -0.1 0.1 0.0 0.4714
H 2.0659 -1.0554 -3.9652 0.0 0.0 0.1 0.4291
H 1.3272 -1.3514 -2.4065 0.0 0.0 0.0 -0.1202
H 3.0363 -1.7688 -2.6664 0.0 0.1 0.0 0.3537
C 1.6487 -3.7629 0.0846 0.0 0.1 0.0 -1.1417
O 1.8851 -2.4063 0.4460 0.1 -0.5 -0.6 0.7579
C 3.1425 -2.0400 0.7753 0.0 -0.3 0.1 0.2625
C 4.2099 -2.9238 0.8699 0.2 0.0 0.1 -0.6317
C 5.4784 -2.4509 1.1995 -0.1 0.0 0.0 -0.7635
C 5.6863 -1.0978 1.4184 -0.1 0.1 0.0 -0.8234
C 4.6136 -0.2200 1.3195 0.2 0.1 -0.1 -0.3757
C 3.3398 -0.6771 1.0341 -0.3 0.3 0.0 0.1064
N 2.2851 0.2639 0.7984 0.4 -0.4 -0.2 -0.0721
N 1.1168 0.0261 1.1794 0.1 -0.1 1.5 0.4948
C 0.7635 -0.9248 2.1594 0.0 0.2 0.3 1.0769
C -0.4726 -1.5711 1.9164 0.0 0.1 -0.1 -0.8815
O -1.2297 -1.2812 0.9100 0.1 -0.9 1.1 0.7652
C -0.8304 -2.6491 2.8061 -0.1 0.1 -0.1 -0.7779
C -0.0665 -2.9752 3.8711 0.2 0.0 0.2 -1.3262
C 1.1063 -2.2267 4.2167 -0.2 -0.2 0.0 0.5578
C 1.7994 -2.4864 5.4192 -0.1 -0.1 0.0 -0.7351
C 2.8495 -1.7021 5.8154 0.0 0.1 -0.1 -0.8491
C 3.2153 -0.6011 5.0159 0.0 -0.1 0.0 -0.6266
C 2.5712 -0.3432 3.8308 0.0 0.0 0.0 -0.6870
C 1.5159 -1.1726 3.3695 -0.1 0.2 -0.2 0.5289
H 2.3202 -4.0796 -0.7148 0.0 0.0 -0.1 0.4070
H 0.6205 -3.8096 -0.2657 0.0 0.1 0.0 0.0253
H 1.7698 -4.4239 0.9440 0.0 0.0 0.1 0.3912
H 4.0569 -3.9816 0.6980 0.0 0.1 0.0 0.5334
H 6.3017 -3.1512 1.2769 0.0 0.0 0.0 0.4296
H 6.6737 -0.7243 1.6617 -0.1 0.0 0.0 0.4377
H 4.7494 0.8471 1.4682 0.0 -0.1 0.0 0.4757
H -1.7481 -3.1876 2.5849 0.1 0.0 0.0 0.5128
H -0.3580 -3.8004 4.5164 0.0 0.1 0.0 0.3946
H 1.4691 -3.3161 6.0397 0.0 0.1 -0.1 0.4405
H 3.3758 -1.9099 6.7403 0.0 0.0 -0.1 0.3838
H 4.0138 0.0569 5.3415 0.0 0.0 0.0 0.4316
H 2.8569 0.5263 3.2514 0.0 -0.1 0.1 0.4630
N -2.2693 -3.1708 -1.0771 0.1 -0.2 0.3 -0.1157
C -1.7543 -2.5069 -2.1358 0.2 0.2 -0.3 0.5423
O -1.0650 -1.4604 -1.8974 -0.7 -2.6 -1.6 -0.0869
C -2.0214 -2.9378 -3.4497 0.0 -0.2 -0.6 0.4879
C -2.8399 -4.0903 -3.6671 0.2 0.5 0.1 -0.3481
N -3.5270 -5.0171 -3.7443 0.1 0.1 0.0 -0.6409
C -1.4630 -2.1945 -4.5395 -0.1 -0.3 0.4 -0.0988
N -0.9926 -1.5650 -5.3874 -0.1 -0.1 0.1 -0.7342
H -1.9277 -2.8667 -0.1670 -0.1 0.0 -0.1 0.1074
H -2.6371 -4.0991 -1.2079 -0.1 0.1 0.0 0.1940
C -6.3364 0.6688 -0.5439 -0.1 0.0 0.0 -0.3568
C -5.6236 1.8563 -0.6358 0.0 0.0 0.0 -0.8922
C -4.2535 1.8178 -0.4398 0.2 -0.2 0.0 -0.3860
N -3.5818 0.6911 -0.1652 -0.3 0.1 -0.1 0.5809
C -4.2830 -0.4450 -0.0610 0.1 0.3 -0.1 0.0156
C -5.6565 -0.5015 -0.2491 0.0 -0.1 0.0 -1.0595
H -7.4089 0.6573 -0.7025 0.1 0.0 0.0 0.3778
H -6.1163 2.7955 -0.8576 0.0 -0.1 0.0 0.4563
H -3.6572 2.7254 -0.5123 0.0 -0.1 0.0 0.4269
H -3.7117 -1.3364 0.1715 0.0 0.1 0.0 0.2168
H -6.1746 -1.4504 -0.1702 0.0 0.1 0.0 0.4808
```
Forces are in eV/Å.